1.
This record from the Open Molecules 2025 dataset describes a cluster of 2 separate species, C14H24N6O10 in total. The level of theory is ωB97M-V/def2-TZVPD.

Structure (ORCA input):
```
! wB97M-V def2-TZVPD RIJCOSX def2/J DEFGRID3
* xyz 0 1
O 3.13864 -8.76608 0.26958
O 1.01861 -6.88182 -3.03362
O -2.38687 8.07411 0.11669
O -0.90104 3.91099 1.11697
O 3.18834 -7.37187 2.62011
O 3.51400 -5.25104 2.34829
O -0.46700 1.49205 -0.19726
O 0.13960 -0.50405 1.45824
O -0.33131 -3.55969 -1.42950
O 1.77631 -1.77317 -1.54237
C 2.60040 -7.73622 -0.09546
C 1.51001 -6.76383 -1.93051
C -2.62419 7.43593 -0.90005
C -1.29672 5.04844 0.87866
C 2.11289 -5.37165 -0.10208
C 2.63474 -6.44079 0.60856
N 1.96886 -7.86053 -1.28942
N 1.63048 -5.53171 -1.37042
N -2.10476 5.72072 1.70628
N -1.99835 6.30048 -1.21051
N 2.05642 -4.07232 0.37046
N 3.13936 -6.35157 1.93111
C -3.68009 7.91221 -1.86889
C -2.60908 5.23130 2.99004
C -0.89168 5.70565 -0.44674
C 0.90847 1.06041 -0.14847
C 0.73495 -3.52415 0.78046
C 1.00171 -0.40464 0.32265
C -0.05516 -2.72153 -0.29224
C 0.61142 -1.41091 -0.79198
H -0.56807 2.37857 0.23032
H -0.63223 0.07488 1.29036
H -0.69876 -3.02920 -2.16216
H 2.21313 -2.53187 -1.10196
H 2.07023 -8.72273 -1.80169
H 0.98925 -4.82171 -1.71544
H -2.35944 6.66345 1.42369
H -2.27716 5.83645 -2.06002
H 2.76387 -3.95690 1.10313
H -4.19398 8.77123 -1.43877
H -3.20473 8.20551 -2.80327
H -4.39666 7.11371 -2.05084
H -3.69850 5.28840 3.00415
H -2.31009 4.19358 3.15523
H -2.21003 5.84518 3.79930
H -0.16304 6.48530 -0.21949
H -0.39907 4.95293 -1.06236
H 1.37986 1.16972 -1.13122
H 1.45949 1.69267 0.55599
H 0.88647 -2.88443 1.65590
H 0.09353 -4.34846 1.11509
H 2.02859 -0.62169 0.63639
H -1.01120 -2.44146 0.16505
H -0.10045 -0.90788 -1.45600
*
```

Properties
SMILES: O=c1[nH]c(NC[C@H](O)[C@H](O)[C@H](O)CO)c([N+](=O)[O-])c(=O)[nH]1.CNC(=O)CNC(C)=O

---

2.
This record from the Open Molecules 2025 dataset describes a cluster of 10 separate species, C38H64N8O6 in total. The level of theory is ωB97M-V/def2-TZVPD.

Structure (ORCA input):
```
! wB97M-V def2-TZVPD RIJCOSX def2/J DEFGRID3
* xyz 0 1
C -3.66716 1.95820 3.36694
C -2.41904 1.73023 4.15310
O -2.58105 2.73442 5.17375
C -3.86056 3.03539 5.31302
O -4.44003 3.58783 6.23965
O -4.50057 2.64982 4.20658
H -4.12224 1.00495 3.09798
H -3.39465 2.51960 2.47326
H -1.56962 2.03466 3.54164
H -2.24525 0.71542 4.51095
C -2.08198 -8.43986 5.84867
C -1.06170 -8.94607 4.79278
O -1.50284 -8.16327 3.71213
C -2.22302 -7.08960 4.06046
O -2.65433 -6.21239 3.33191
O -2.54087 -7.20129 5.35430
H -1.64528 -8.37893 6.84551
H -2.89872 -9.14196 6.01615
H -1.29862 -9.99552 4.61782
H -0.04040 -8.66150 5.04587
C 3.44020 9.50462 -5.31460
C 3.48818 8.30732 -4.36536
C 2.25968 7.37963 -4.36588
C 1.88776 6.70155 -5.61368
N 1.54533 6.20009 -6.60806
H 3.58706 9.24739 -6.36359
H 4.19126 10.23729 -5.01934
H 2.44001 9.91041 -5.16275
H 3.57237 8.66769 -3.34010
H 4.42928 7.77504 -4.50358
H 1.35292 7.88481 -4.03316
H 2.32522 6.69293 -3.52194
C 4.76223 2.27607 4.14940
C 4.97783 3.77567 4.26801
C 4.40635 4.55834 3.04266
C 4.92697 4.18989 1.74901
N 5.30363 3.84859 0.70589
H 3.69482 2.10072 4.01533
H 5.20470 1.80909 5.02931
H 5.36482 1.75549 3.40509
H 6.04484 3.96919 4.37801
H 4.59752 4.13926 5.22261
H 4.57921 5.62659 3.17329
H 3.32125 4.49904 2.95811
C 7.87838 -4.90600 4.57568
C 6.37115 -4.88865 4.45941
C 5.86664 -5.53022 3.17952
C 6.50865 -6.80769 2.84596
N 7.04820 -7.78066 2.60082
H 8.33120 -5.87927 4.38650
H 8.20230 -4.64164 5.58231
H 8.28553 -4.19803 3.85382
H 6.09569 -3.83467 4.49582
H 5.89073 -5.33927 5.32788
H 5.89076 -4.84257 2.33416
H 4.81316 -5.72029 3.38482
C 0.53206 -1.06288 -1.12877
C 0.87380 0.02663 -2.18368
C -0.15268 0.06115 -3.28782
C -1.46289 0.54658 -2.88307
N -2.51650 0.90379 -2.54978
H 0.47491 -2.07410 -1.53159
H -0.38374 -0.82645 -0.58699
H 1.29269 -1.12002 -0.35012
H 1.82510 -0.24248 -2.64270
H 1.04890 0.98519 -1.69521
H -0.38848 -0.91056 -3.72175
H 0.14471 0.71309 -4.10917
C -9.60370 -3.04931 0.89263
C -8.72205 -2.42210 -0.18430
C -9.53767 -1.37604 -1.01891
C -10.09377 -0.31280 -0.17312
N -10.51985 0.52815 0.54222
H -10.30498 -3.76092 0.45687
H -10.01504 -2.34118 1.61198
H -8.95339 -3.72112 1.45286
H -8.38923 -3.10811 -0.96323
H -7.84111 -1.97263 0.27400
H -10.25062 -1.80613 -1.72236
H -8.78960 -0.91176 -1.66152
C 9.37227 -1.56159 -2.03412
C 10.12091 -2.24845 -3.13100
C 11.66291 -2.18626 -2.86612
C 12.22797 -3.04303 -1.86052
N 12.72125 -3.71035 -1.04491
H 9.94360 -0.70120 -1.68568
H 9.14293 -2.18742 -1.17166
H 8.40337 -1.21529 -2.39383
H 9.97082 -1.82894 -4.12578
H 9.83488 -3.29918 -3.17834
H 11.87338 -1.12911 -2.70415
H 12.17689 -2.49867 -3.77514
C -8.32792 7.62430 -0.38108
C -6.87167 7.03769 -0.58828
C -5.93086 7.52009 0.51034
C -4.58280 7.01360 0.28923
N -3.48112 6.67646 0.09744
H -9.01324 7.31829 -1.17152
H -8.42140 8.70581 -0.28267
H -8.80282 7.28265 0.53862
H -6.50169 7.40926 -1.54389
H -6.87998 5.94776 -0.59637
H -6.15905 7.24043 1.53885
H -5.79080 8.60014 0.55476
C -4.08410 -4.65523 -4.10650
C -5.07620 -5.06538 -5.19634
C -5.44345 -3.90643 -6.16209
C -4.42675 -3.26084 -6.91652
N -3.63957 -2.70175 -7.49673
H -3.09288 -4.49750 -4.53162
H -4.04524 -5.39259 -3.30470
H -4.44258 -3.70340 -3.71459
H -6.04577 -5.33979 -4.78073
H -4.69214 -5.93262 -5.73346
H -5.98858 -3.15241 -5.59432
H -6.11535 -4.33288 -6.90693
*
```

Properties
SMILES: O=C1OCCO1.O=C1OCCO1.CCCC#N.CCCC#N.CCCC#N.CCCC#N.CCCC#N.CCCC#N.CCCC#N.CCCC#N
Energy relative to the best compared isomer or geometry (same formula, charge and spin) (kcal per mole): 79.3

---

3.
This record from the Open Molecules 2025 dataset describes a structure of composition C25H36Cl6F2O18. The level of theory is ωB97M-V/def2-TZVPD.

Structure (ORCA input):
```
! wB97M-V def2-TZVPD RIJCOSX def2/J DEFGRID3
* xyz 0 1
C -37.75866 -0.51166 -32.54717
C -37.40878 -1.92672 -32.14136
C -36.35987 -2.70719 -32.93215
O -35.52670 -3.23918 -31.88703
C -35.69137 -2.58527 -30.73507
O -35.05418 -2.77047 -29.74150
O -36.75526 -1.76429 -30.84815
H -38.15160 -0.59044 -33.57332
H -36.97273 0.23667 -32.54494
H -38.64460 -0.13018 -32.03945
H -38.30974 -2.50419 -31.92212
H -35.71073 -2.06112 -33.52236
H -36.71857 -3.58549 -33.46045
C -25.05265 -1.22466 -35.13494
C -26.36679 -0.81624 -34.44573
C -26.07358 0.14978 -33.31531
O -27.22318 0.98898 -33.30638
C -27.96956 0.74211 -34.36823
O -29.02201 1.23425 -34.63564
O -27.29959 -0.07383 -35.25312
H -25.16320 -1.63925 -36.13397
H -24.58686 -1.95410 -34.47077
H -24.37170 -0.37503 -35.20180
H -26.81958 -1.77170 -34.16871
H -25.24510 0.78114 -33.64624
H -25.95631 -0.27150 -32.32035
C -37.88424 1.08310 -37.86700
C -36.60274 1.63148 -38.47165
C -35.34820 1.48851 -37.60659
O -34.31753 1.28330 -38.59020
C -34.92107 0.73624 -39.70787
O -34.29034 0.24267 -40.58144
O -36.22263 0.79928 -39.58732
H -37.71861 0.12379 -37.37609
H -38.60814 0.90026 -38.65989
H -38.26565 1.78722 -37.12862
H -36.76511 2.58724 -38.97580
H -35.31974 0.63344 -36.92803
H -35.04012 2.36760 -37.04024
C -31.16464 1.26448 -32.09743
C -31.73271 -0.01749 -32.61272
C -33.03776 -0.50488 -31.96982
O -33.96218 -0.54836 -33.04824
C -33.33805 -0.29505 -34.22285
O -33.90687 -0.39873 -35.27114
O -32.12719 0.18896 -33.99943
H -30.16187 1.38108 -32.50298
H -31.04068 1.19331 -31.01793
H -31.88053 2.07131 -32.24651
H -31.01046 -0.83698 -32.58186
H -33.38721 0.18295 -31.19725
H -32.93573 -1.48463 -31.50366
C -29.62731 2.65675 -28.93578
Cl -31.32819 2.40624 -28.70046
Cl -28.73033 1.16202 -28.95786
H -29.44407 3.17770 -29.87470
H -29.18171 3.29783 -28.17844
C -32.68480 -2.70370 -29.06944
Cl -31.58917 -1.54129 -29.81453
Cl -33.07700 -2.20081 -27.46544
H -33.57492 -2.80943 -29.68314
H -32.18314 -3.66229 -28.97237
C -30.95648 -0.03160 -37.54744
Cl -29.27409 0.09161 -38.14909
Cl -31.53659 -1.70233 -37.60770
H -30.80726 0.28402 -36.51845
H -31.64368 0.63291 -38.05793
C -29.95086 4.37263 -35.06797
C -29.04802 5.59830 -34.79938
O -29.53507 6.00986 -33.50470
C -30.15115 4.98191 -32.91966
O -30.41916 5.00497 -31.75158
O -30.26335 3.95890 -33.74397
F -29.27686 6.59832 -35.66195
H -29.55722 3.57275 -35.68939
H -30.84802 4.69706 -35.60153
H -27.98868 5.39358 -34.65824
C -31.50144 -2.21874 -35.36028
C -30.03463 -2.26610 -34.88095
O -30.12798 -2.75000 -33.56027
C -31.42591 -2.88580 -33.20991
O -31.85221 -3.55541 -32.32166
O -32.23150 -2.34090 -34.14377
F -29.47622 -1.01536 -34.93552
H -31.60528 -2.87251 -36.22994
H -31.76408 -1.22846 -35.73685
H -29.39150 -2.89578 -35.49777
*
```

Properties
Energy relative to the best compared isomer or geometry (same formula, charge and spin) (kcal per mole): 4.8

---

4.
This record from the Open Molecules 2025 dataset describes a structure of composition C19H28BN5O2S5Zr. The level of theory is ωB97M-V/def2-TZVPD.

Structure (ORCA input):
```
! wB97M-V def2-TZVPD RIJCOSX def2/J DEFGRID3
* xyz 2 1
Zr 0.09461 0.09043 0.79786
C 3.50956 1.12972 2.37136
C 3.94184 1.13905 0.91417
S 2.84201 0.12357 -0.09341
C 3.08303 0.85202 -1.71784
C 2.03492 0.30809 -2.67743
S 0.32105 0.29325 -2.09149
C -0.27897 1.95910 -2.45375
C 0.32332 3.06091 -1.59960
S -0.02823 2.76663 0.14568
C 1.37150 3.57889 0.95502
C 1.47062 3.15262 2.41032
S 1.76283 1.39215 2.70402
H 4.06342 1.88134 2.93479
H 3.72443 0.16487 2.83245
H 4.94577 0.72359 0.83120
H 3.95960 2.14654 0.50133
H 4.07580 0.56880 -2.06889
H 3.05013 1.93783 -1.64097
H 2.24879 -0.73211 -2.92372
H 2.03916 0.86632 -3.61420
H -1.35992 1.89980 -2.31747
H -0.09806 2.15633 -3.51075
H -0.11945 4.02139 -1.86343
H 1.40034 3.13640 -1.73158
H 1.20714 4.65505 0.89470
H 2.27123 3.33325 0.39460
H 0.54100 3.36486 2.94020
H 2.25788 3.71534 2.91352
N -5.06436 -3.19355 5.27178
C -4.42948 -2.28989 4.50723
C -5.15220 -1.24256 3.89547
C -4.51191 -0.31979 3.11622
C -3.12309 -0.41780 2.92994
C -2.38583 -1.45513 3.52376
C -3.03093 -2.37764 4.29914
S -2.42832 0.72183 1.90709
O -3.18139 1.91666 1.81536
O -0.96219 0.90261 2.35912
N -2.02453 0.13377 0.41922
C -2.14106 -1.25166 0.12980
N -3.25758 -1.92501 0.25854
C -3.17554 -3.22236 -0.05247
C -1.99194 -3.82697 -0.47316
C -0.87099 -3.03616 -0.53878
N -0.94580 -1.72850 -0.24292
H -6.04617 -3.10689 5.46787
H -4.55952 -3.91026 5.76265
H -6.22027 -1.16611 4.05208
H -5.07082 0.48177 2.65259
H -1.31180 -1.53295 3.40583
H -2.46759 -3.17042 4.77434
H -4.08996 -3.79601 0.04102
H -1.94318 -4.87711 -0.71880
H 0.09709 -3.42845 -0.82231
B 1.82822 -4.04787 1.55937
C 1.41489 -2.57409 1.71940
N 1.05888 -1.46106 1.78890
H 2.61145 -4.04465 0.62914
H 2.30901 -4.41825 2.60169
H 0.78889 -4.62175 1.29014
*
```

---

5.
This record from the Open Molecules 2025 dataset describes a cluster of 2 separate species, C4H12O2S in total. The level of theory is ωB97M-V/def2-TZVPD.

Structure (ORCA input):
```
! wB97M-V def2-TZVPD RIJCOSX def2/J DEFGRID3
* xyz 0 1
C -1.18336 -0.08588 0.20193
O -0.10237 -0.55860 0.97688
C -1.25275 -0.70163 -1.24577
C 0.13967 -1.11810 -1.75963
C 1.16984 -0.01730 -1.71048
S 2.81925 -0.40635 -2.38653
H -2.15984 -0.41232 0.56107
H -1.25496 1.01231 0.26936
H -0.19126 -0.12545 1.82849
H -1.53051 0.17842 -1.84049
H -1.94745 -1.53254 -1.17368
H 0.02396 -1.47029 -2.79076
H 0.54037 -1.96425 -1.15764
H 0.77664 0.85644 -2.23748
H 1.25072 0.30292 -0.66600
H 2.62211 -1.65259 -1.95013
H 0.82527 2.57157 5.09399
H -0.48051 2.89497 4.71398
O -0.06482 2.22868 5.27292
*
```

Properties
SMILES: OCCCCS.O
Energy relative to the best compared isomer or geometry (same formula, charge and spin) (kcal per mole): 19.2

---

Number 1: highest occupied orbital energy -9.71 eV, orbital gap 9.226 eV. Number 2: highest occupied orbital energy -10.85 eV, orbital gap 10.887 eV. Number 3: highest occupied orbital energy -9.56 eV, orbital gap 9.877 eV. Number 4: highest occupied orbital energy -13.49 eV, orbital gap 7.249 eV. Number 5: highest occupied orbital energy -8.85 eV, orbital gap 9.270 eV.